{
  "formula": "C31H31CaN8PS",
  "method": "ωB97M-V/def2-TZVPD",
  "symbols": ["Ca", "C", "N", "C", "C", "N", "C", "P", "C", "N", "C", "C", "N", "C", "C", "N", "C", "C", "N", "C", "H", "H", "H", "H", "H", "H", "H", "H", "H", "H", "H", "H", "H", "H", "H", "S", "C", "C", "C", "C", "C", "C", "N", "C", "C", "C", "C", "C", "C", "C", "H", "H", "H", "H", "H", "H", "H", "H", "C", "C", "C", "C", "N", "C", "C", "H", "H", "H", "H", "H", "H", "H", "H"],
  "coordinates": [[0.00000, 0.00000, 0.00000], [-3.76011, 1.72564, -3.80209], [-3.06487, 1.75773, -2.53900], [-3.29475, 2.67208, -1.54634], [-2.42328, 2.33000, -0.54304], [-1.68086, 1.24112, -0.90374], [-2.07353, 0.89931, -2.11284], [-1.42547, -0.48623, -3.09349], [0.35872, -0.14112, -3.06656], [1.09048, 0.08364, -1.99512], [2.36825, 0.29788, -2.42861], [2.43399, 0.20599, -3.79600], [1.15333, -0.07239, -4.19187], [0.73983, -0.25497, -5.56137], [-1.54501, -1.86389, -1.91463], [-1.09478, -1.87137, -0.67726], [-1.39630, -3.09731, -0.15509], [-2.04827, -3.86837, -1.08396], [-2.13827, -3.07694, -2.19739], [-2.75791, -3.47435, -3.43756], [-4.49067, 2.53830, -3.83839], [-3.03211, 1.85525, -4.60684], [-4.27799, 0.76751, -3.89342], [-4.02875, 3.46066, -1.62784], [-2.28735, 2.80512, 0.41927], [3.16780, 0.50648, -1.73037], [3.25643, 0.31288, -4.48848], [1.60236, -0.13754, -6.22284], [0.33063, -1.26226, -5.67316], [-0.01042, 0.50153, -5.80512], [-1.12666, -3.35389, 0.86058], [-2.43882, -4.87476, -1.04140], [-3.13783, -4.49546, -3.34618], [-3.58826, -2.79563, -3.64825], [-2.00893, -3.43513, -4.23247], [3.15068, -0.92619, 3.49641], [2.29521, 0.45945, 4.04685], [2.45157, 1.18460, 5.23999], [1.62127, 2.28910, 5.45643], [0.66639, 2.65898, 4.51464], [0.52025, 1.92897, 3.33046], [1.34515, 0.81175, 3.08915], [1.30952, 0.00340, 1.96671], [2.21199, -0.95236, 2.05530], [2.40227, -1.96070, 1.00694], [3.34600, -2.99783, 1.04971], [3.44803, -3.91146, -0.00559], [2.61012, -3.79984, -1.11355], [1.66953, -2.77513, -1.16794], [1.57122, -1.86689, -0.11431], [3.19636, 0.89685, 5.97555], [1.72479, 2.86530, 6.37357], [0.02781, 3.52023, 4.69663], [-0.22291, 2.21272, 2.59198], [4.01685, -3.11784, 1.89612], [4.18368, -4.71109, 0.03929], [2.69025, -4.50994, -1.93258], [1.00919, -2.67418, -2.02394], [1.81489, 6.38412, 0.65310], [1.40845, 4.94971, 0.50472], [0.49021, 4.36274, 1.37673], [0.15344, 3.03050, 1.18838], [0.66168, 2.25669, 0.20578], [1.54772, 2.84429, -0.62599], [1.94727, 4.16793, -0.51931], [1.30747, 6.85965, 1.49891], [1.55738, 6.94486, -0.25122], [2.89357, 6.45481, 0.82589], [0.04107, 4.92384, 2.18916], [-0.55703, 2.53616, 1.84474], [1.94314, 2.20284, -1.40825], [2.66441, 4.57697, -1.22302], [-1.43201, 0.03562, 1.54330]],
  "forces_ev_per_a": [[0.3, -0.5, 2.6], [0.0, -0.2, -0.2], [0.0, -0.1, 0.0], [0.7, -0.5, 0.3], [0.0, 0.1, 0.2], [-1.3, 1.0, -1.0], [-0.5, 0.7, 0.1], [-0.4, -0.2, -0.6], [0.7, 0.1, -0.4], [0.7, 0.6, -1.7], [0.3, -0.2, -0.1], [-0.5, 0.0, 0.7], [0.0, -0.1, 0.1], [-0.2, -0.1, -0.1], [-0.3, -0.7, 0.2], [-1.3, -1.1, -0.5], [0.0, 0.0, 0.3], [0.4, 0.8, 0.2], [0.0, 0.0, -0.1], [0.0, 0.1, -0.2], [0.2, -0.2, 0.0], [-0.3, -0.1, -0.1], [0.0, 0.2, -0.3], [0.1, -0.2, -0.1], [-0.1, -0.2, -0.2], [-0.1, -0.2, -0.1], [-0.2, -0.1, 0.1], [-0.2, 0.0, 0.2], [-0.1, 0.2, -0.2], [0.0, -0.2, -0.2], [0.0, 0.1, -0.2], [0.0, 0.2, -0.1], [0.1, 0.2, 0.0], [0.1, -0.2, -0.2], [-0.3, 0.0, -0.1], [0.6, -0.4, 0.5], [0.1, 0.5, 0.7], [-0.4, 0.2, -0.3], [0.6, -0.4, 0.2], [0.0, -0.5, -0.9], [0.5, -1.0, 2.4], [-0.4, 0.6, 0.1], [1.3, -0.5, 0.8], [-0.6, 0.4, -0.4], [0.2, -1.0, -1.1], [0.3, -0.3, 0.1], [0.1, 0.3, 0.5], [-0.3, 0.1, -0.3], [1.2, -0.4, 1.1], [-0.4, 0.6, -0.1], [-0.1, 0.0, -0.1], [0.0, -0.1, -0.1], [0.1, -0.1, 0.0], [1.9, -2.7, 5.4], [0.0, 0.0, 0.1], [-0.1, 0.1, 0.0], [0.1, -0.1, 0.0], [0.0, -0.1, -0.2], [-0.1, 0.2, 0.2], [-0.1, -0.1, 0.2], [0.3, 0.0, -0.5], [-0.2, 0.8, -3.1], [0.6, 2.1, 0.3], [-0.2, 0.0, 0.5], [-0.3, -0.3, 0.2], [0.1, -0.1, -0.1], [0.2, 0.0, 0.1], [-0.1, 0.1, -0.1], [0.1, 0.0, -0.1], [-1.9, 2.1, -5.0], [-0.1, 0.4, 0.2], [-0.1, 0.0, 0.1], [-0.5, 0.3, 0.5]],
  "lowdin_charge": [0.94, -0.05, -0.15, -0.04, -0.12, -0.07, -0.45, 1.16, -0.45, -0.07, -0.14, -0.03, -0.14, -0.04, -0.47, -0.08, -0.11, -0.04, -0.14, -0.05, 0.09, 0.08, 0.09, 0.12, 0.10, 0.12, 0.12, 0.09, 0.09, 0.09, 0.12, 0.12, 0.09, 0.08, 0.08, 1.11, -0.47, -0.09, -0.10, -0.07, -0.04, -0.29, -0.02, -0.52, -0.28, -0.07, -0.11, -0.11, -0.16, -0.18, 0.10, 0.10, 0.10, -0.01, 0.08, 0.09, 0.09, 0.07, -0.05, -0.26, 0.01, -0.19, -0.01, -0.10, -0.02, 0.08, 0.09, 0.09, 0.12, 0.03, 0.07, 0.11, -0.15],
  "spin_multiplicity": 1,
  "gap_ev": 5.42,
  "homo_energy_ha": -0.192,
  "total_energy_ev": -83129.968
}